Molecular formula: CH5ClNP
Method: DFT, ωB97M-V/def2-TZVPD

Last column: Mulliken charge in e.
Element x y z (Å)
C: -0.498696 -0.779531 0.704790  -0.942
N: -0.096129 1.213240 -0.816951  -0.357
P: 0.321345 0.840465 0.751749  0.342
Cl: 2.785388 -0.320264 0.366088  -0.516
H: -0.228531 -1.313310 -0.335451  0.285
H: -1.610596 -0.662945 0.495495  0.382
H: -0.376358 -1.466488 1.550618  0.320
H: -0.474033 0.413067 -1.428277  0.254
H: 0.177606 2.075768 -1.288063  0.231

Atomic forces in eV per Å
C -1.25 -1.60 -2.76
N -0.66 -1.41 -0.49
P 1.59 -0.95 -1.42
Cl -1.96 0.88 0.35
H 0.06 0.87 2.52
H 1.05 0.34 0.79
H 0.27 0.38 -0.32
H 1.01 2.05 1.04
H -0.12 -0.56 0.28

Properties
Max |F| (eV/A): 3.43
HOMO-LUMO gap (eV): 8.6
LUMO level (eV): -0.689
HOMO (eV): -9.32
Electronic energy (eV): -24419.188
ΔE to the lowest compared entry with this formula, charge and spin (kcal/mol): 27.8